# 1
Computed, not measured: an isolated molecule of C18H18N4O3S at a distorted geometry, with ωB97M-V/def2-TZVPD.

## Properties
Highest occupied orbital energy   -8.2 eV
E_tot   -41895.677 eV
SMILES   Cc1ccc(NC(=O)[C@H]2CC(=O)N/C(=N/N=C/c3ccco3)S2)cc1C
Energy relative to the best compared isomer or geometry (same formula, charge and spin)   53.8 kcal per mole
Frontier orbital gap   8.72 eV
Charge   0

Each line ends with the natural charge from an NBO analysis.
Element x y z (Å)
C -5.654 -2.344 1.164  -0.629
C -4.591 -1.413 0.667  -0.053
C -4.477 -0.133 1.193  -0.192
C -3.505 0.741 0.750  -0.238
C -2.614 0.338 -0.240  0.140
N -1.648 1.274 -0.653  -0.601
C -0.579 1.072 -1.456  0.663
O -0.296 0.027 -1.998  -0.600
C 0.321 2.303 -1.676  -0.414
C 0.009 3.577 -0.910  -0.536
C -0.035 3.338 0.587  0.680
O -0.886 3.817 1.308  -0.598
N 0.924 2.518 1.093  -0.626
C 1.982 1.872 0.472  0.240
N 2.868 1.363 1.219  -0.293
N 4.003 0.820 0.873  -0.224
C 4.176 -0.407 0.579  0.032
C 5.492 -0.920 0.347  0.193
C 6.729 -0.316 0.371  -0.250
C 7.664 -1.322 0.059  -0.316
C 6.938 -2.461 -0.134  0.103
O 5.631 -2.231 0.038  -0.383
S 2.048 1.811 -1.307  0.275
C -2.718 -0.939 -0.774  -0.261
C -3.697 -1.815 -0.330  0.087
C -3.789 -3.186 -0.927  -0.649
H -6.250 -1.869 1.939  0.216
H -6.315 -2.641 0.350  0.216
H -5.210 -3.250 1.575  0.216
H -5.162 0.187 1.964  0.210
H -3.429 1.733 1.173  0.215
H -1.786 2.182 -0.234  0.411
H 0.338 2.492 -2.754  0.265
H 0.795 4.311 -1.113  0.262
H -0.940 4.017 -1.225  0.246
H 0.908 2.401 2.101  0.433
H 3.355 -1.122 0.494  0.187
H 6.918 0.715 0.587  0.237
H 8.727 -1.218 -0.014  0.230
H 7.231 -3.461 -0.388  0.204
H -2.027 -1.251 -1.539  0.246
H -3.024 -3.325 -1.686  0.220
H -4.766 -3.339 -1.385  0.216
H -3.661 -3.948 -0.160  0.217

***

# 2
Computed, not measured: the ion C3H6N3 with charge +1 at a distorted geometry, with ωB97M-V/def2-TZVPD.

## Properties
Highest occupied orbital energy   -11.5 eV
E_tot   -7667.357 eV
Energy relative to the best compared isomer or geometry (same formula, charge and spin)   92.7 kcal per mole
Frontier orbital gap   6.96 eV
Charge   +1

Each line ends with the natural charge from an NBO analysis.
Element x y z (Å)
C 1.107 0.206 -0.322  -0.090
C -0.195 1.770 -1.511  -0.109
C -0.576 -1.459 0.710  0.759
N 0.557 1.530 -0.493  -0.567
N 0.079 -0.587 0.248  -0.248
N -1.415 -2.359 1.058  -0.784
H 1.919 0.322 0.446  0.248
H 1.700 -0.164 -1.218  0.284
H -0.597 2.734 -1.873  0.183
H 0.811 2.217 0.201  0.384
H -2.401 -2.458 0.658  0.484
H -1.391 -2.723 1.989  0.456

***

# 3
Computed, not measured: a cluster of 12 separate species, C32H61NO23S5 in total at a distorted geometry, with ωB97M-V/def2-TZVPD.

## Properties
Highest occupied orbital energy   -8.2 eV
E_tot   -136919.110 eV
Frontier orbital gap   8.30 eV
Charge   0

Each line ends with the Mulliken charge.
Element x y z (Å)
C -1.769 3.020 6.693  -0.285
C -1.872 1.750 7.524  -0.298
O -0.413 1.660 7.910  -0.347
C 0.234 2.745 7.601  0.705
O 1.293 3.002 8.220  -0.583
O -0.576 3.594 6.967  -0.305
H -2.609 3.563 7.126  0.236
H -2.028 2.845 5.649  0.355
H -2.198 0.938 6.874  0.251
H -2.236 1.788 8.551  0.270
C 1.639 -9.382 2.672  -0.297
C 0.772 -8.702 1.529  -0.261
O 1.715 -7.826 1.025  -0.288
C 2.646 -7.465 1.882  0.655
O 3.446 -6.550 1.701  -0.542
O 2.633 -8.323 3.038  -0.316
H 2.211 -10.219 2.274  0.247
H 1.069 -9.690 3.548  0.300
H -0.105 -8.180 1.914  0.250
H 0.462 -9.329 0.693  0.250
C -7.593 1.252 -7.070  -0.262
C -7.832 0.636 -5.670  -0.274
O -6.594 1.044 -4.997  -0.318
C -5.925 2.006 -5.752  0.680
O -4.729 2.297 -5.663  -0.533
O -6.747 2.325 -6.765  -0.333
H -8.382 1.708 -7.667  0.270
H -7.204 0.491 -7.746  0.235
H -8.064 -0.420 -5.530  0.290
H -8.781 0.883 -5.194  0.246
C 1.622 1.797 -8.315  -0.214
C 1.787 2.939 -9.304  -0.327
O 3.135 2.985 -9.709  -0.314
C 3.730 1.918 -9.317  0.689
O 4.885 1.713 -9.448  -0.511
O 2.833 1.172 -8.584  -0.355
H 0.800 1.096 -8.460  0.232
H 1.692 2.018 -7.250  0.222
H 1.364 3.836 -8.851  0.303
H 1.161 2.658 -10.150  0.275
C 5.872 -4.250 -5.896  -0.239
C 5.844 -5.456 -6.831  -0.221
O 4.745 -6.159 -6.265  -0.365
C 3.981 -5.443 -5.426  0.722
O 2.831 -5.651 -5.041  -0.573
O 4.656 -4.396 -5.055  -0.311
H 5.907 -3.297 -6.425  0.276
H 6.829 -4.360 -5.387  0.239
H 6.747 -6.039 -6.651  0.224
H 5.793 -5.278 -7.905  0.246
C 8.675 -1.560 0.255  -0.211
C 9.490 -0.346 0.699  -0.329
O 10.066 -0.726 1.926  -0.305
C 10.047 -2.067 1.916  0.684
O 10.357 -2.771 2.880  -0.574
O 9.351 -2.538 0.911  -0.300
H 8.514 -1.822 -0.790  0.279
H 7.693 -1.486 0.723  0.231
H 8.963 0.587 0.897  0.281
H 10.247 -0.099 -0.045  0.244
C -1.078 -0.599 0.395  -1.243
C -0.016 0.352 -0.203  -0.264
C 1.381 -0.359 0.062  -0.339
C 2.227 -0.083 -1.154  0.155
N 2.890 0.216 -2.051  -0.448
H -1.184 -0.424 1.466  0.290
H -0.896 -1.655 0.198  0.371
H -2.093 -0.512 0.007  0.348
H -0.178 1.275 0.354  0.223
H -0.255 0.582 -1.242  0.347
H 1.305 -1.422 0.292  0.364
H 2.000 0.217 0.750  0.199
C 7.302 5.942 4.458  -0.861
S 5.574 6.335 3.923  0.452
O 5.001 5.207 3.112  -0.586
C 4.695 6.994 5.480  -0.854
H 7.231 5.204 5.257  0.303
H 7.789 6.807 4.907  0.338
H 7.851 5.667 3.557  0.292
H 5.103 6.436 6.323  0.277
H 3.609 6.927 5.530  0.326
H 4.962 8.040 5.627  0.313
C -11.748 -5.410 0.214  -0.959
S -10.593 -4.226 -0.748  0.470
O -11.110 -2.801 -0.939  -0.582
C -9.343 -4.076 0.684  -0.940
H -11.410 -6.433 0.376  0.358
H -12.681 -5.517 -0.339  0.325
H -12.147 -5.042 1.160  0.329
H -8.840 -5.032 0.829  0.344
H -9.762 -3.731 1.629  0.311
H -8.505 -3.394 0.542  0.343
C 5.184 -2.656 6.376  -0.860
S 4.302 -3.407 7.834  0.497
O 4.090 -4.853 7.554  -0.599
C 5.679 -3.341 9.025  -0.947
H 5.519 -1.679 6.727  0.335
H 4.474 -2.451 5.575  0.304
H 6.069 -3.246 6.139  0.299
H 6.103 -2.350 9.182  0.338
H 6.421 -4.053 8.662  0.307
H 5.507 -3.717 10.033  0.327
C -9.307 2.324 1.366  -0.975
S -7.660 2.800 2.201  0.473
O -6.804 1.540 2.523  -0.617
C -6.934 3.554 0.725  -0.821
H -10.044 3.104 1.174  0.373
H -9.844 1.713 2.093  0.321
H -9.191 1.733 0.457  0.329
H -7.625 3.813 -0.078  0.296
H -6.133 2.917 0.350  0.300
H -6.440 4.491 0.982  0.321
C -4.288 7.817 -3.832  -0.846
S -3.503 8.841 -2.580  0.471
O -4.313 8.680 -1.243  -0.611
C -2.069 7.626 -2.515  -0.963
H -4.747 7.035 -3.228  0.282
H -3.596 7.394 -4.560  0.306
H -4.900 8.372 -4.543  0.350
H -2.268 6.747 -1.901  0.345
H -1.243 8.088 -1.975  0.322
H -1.601 7.243 -3.422  0.344

***

# 4
Computed, not measured: a cluster of 16 separate species, C23H15Cl60O4P in total at a distorted geometry, with ωB97M-V/def2-TZVPD.

## Properties
Highest occupied orbital energy   -8.1 eV
E_tot   -792912.751 eV
Frontier orbital gap   8.01 eV
Charge   0

Each line ends with the Mulliken charge.
Element x y z (Å)
C 0.461 0.765 4.344  -1.135
C -0.835 0.190 3.757  0.480
O -0.776 0.012 2.350  -0.129
C -1.280 -1.095 4.466  -1.333
C -0.771 -2.428 3.917  0.344
O -0.766 -3.333 5.072  -0.405
C 0.425 -3.952 5.119  0.517
O 0.929 -4.409 6.084  -0.533
O 0.952 -3.931 3.869  -0.356
C 0.678 -2.555 3.425  -0.153
P 0.932 -2.535 1.592  0.405
C 2.179 -1.273 1.121  -1.207
C 1.414 -4.197 1.004  -1.109
H 1.066 1.237 3.571  0.100
H 1.032 -0.008 4.854  0.325
H 0.241 1.517 5.098  0.417
H -1.616 0.929 3.946  0.433
H 0.116 0.188 2.044  0.004
H -2.366 -1.133 4.393  0.284
H -1.029 -1.013 5.521  0.389
H -1.475 -2.863 3.214  0.315
H 1.370 -1.971 4.033  0.405
H 1.725 -0.646 0.355  0.315
H 2.472 -0.618 1.942  0.473
H 3.084 -1.702 0.705  0.368
H 2.425 -4.189 0.595  0.338
H 1.362 -4.959 1.775  0.388
H 0.747 -4.455 0.187  0.336
C -2.623 -0.998 -1.265  -0.110
Cl -2.290 -0.208 -2.816  0.026
Cl -1.120 -1.602 -0.548  -0.032
Cl -3.327 0.185 -0.171  0.114
Cl -3.745 -2.345 -1.511  -0.124
C -7.143 1.209 0.592  0.241
Cl -5.685 1.812 1.401  -0.092
Cl -8.356 0.843 1.822  -0.097
Cl -7.739 2.451 -0.502  -0.040
Cl -6.760 -0.242 -0.333  -0.068
C 6.245 -2.743 2.145  0.192
Cl 6.464 -2.124 0.507  -0.122
Cl 6.980 -4.344 2.283  -0.044
Cl 7.007 -1.645 3.297  -0.095
Cl 4.516 -2.857 2.493  -0.001
C -5.420 5.591 -1.960  0.054
Cl -7.136 6.005 -1.900  0.062
Cl -4.451 6.948 -1.386  -0.120
Cl -5.127 4.193 -0.933  0.128
Cl -4.962 5.217 -3.625  -0.095
C -0.787 3.893 -0.061  0.175
Cl 0.823 4.397 0.476  -0.104
Cl -1.818 3.605 1.344  -0.081
Cl -1.482 5.174 -1.054  -0.048
Cl -0.659 2.411 -1.009  0.028
C 3.930 3.123 4.322  0.267
Cl 5.449 2.793 3.487  -0.092
Cl 4.124 4.528 5.371  -0.099
Cl 2.664 3.446 3.133  -0.006
Cl 3.478 1.719 5.296  -0.086
C -9.471 8.471 0.153  0.286
Cl -8.307 8.277 1.461  -0.015
Cl -9.988 6.877 -0.411  -0.085
Cl -10.872 9.373 0.734  -0.110
Cl -8.718 9.344 -1.184  -0.077
C 10.444 -3.969 -2.332  0.326
Cl 9.738 -3.796 -0.727  -0.039
Cl 9.164 -3.925 -3.548  -0.112
Cl 11.578 -2.646 -2.621  -0.099
Cl 11.306 -5.510 -2.452  -0.070
C 9.749 -7.927 1.513  0.221
Cl 8.221 -7.177 1.992  -0.065
Cl 9.502 -9.663 1.291  -0.048
Cl 10.310 -7.234 -0.005  0.015
Cl 10.955 -7.654 2.771  -0.105
C 0.272 1.469 -5.542  0.343
Cl 0.658 2.012 -7.176  -0.103
Cl 0.973 -0.128 -5.266  -0.095
Cl 0.929 2.611 -4.367  -0.074
Cl -1.480 1.378 -5.348  -0.086
C -8.879 6.551 -5.949  0.303
Cl -9.371 6.659 -4.259  -0.008
Cl -10.301 6.620 -6.990  -0.076
Cl -7.806 7.902 -6.333  -0.123
Cl -8.025 5.028 -6.214  -0.093
C -12.278 8.683 -10.427  0.355
Cl -13.679 9.549 -9.793  -0.095
Cl -12.636 6.954 -10.495  -0.102
Cl -11.905 9.271 -12.048  -0.099
Cl -10.893 8.947 -9.366  -0.061
C 9.185 -14.076 0.510  0.361
Cl 10.893 -14.232 0.098  -0.096
Cl 8.989 -12.804 1.722  -0.075
Cl 8.267 -13.649 -0.935  -0.091
Cl 8.590 -15.603 1.161  -0.100
C -6.571 10.155 4.948  0.351
Cl -6.421 8.410 4.705  -0.092
Cl -7.047 10.477 6.616  -0.095
Cl -5.020 10.929 4.617  -0.094
Cl -7.795 10.791 3.849  -0.081
C 10.820 -9.721 -4.176  0.316
Cl 11.968 -11.062 -4.188  -0.101
Cl 9.425 -10.130 -5.178  -0.105
Cl 10.287 -9.421 -2.520  -0.011
Cl 11.600 -8.275 -4.822  -0.102

***

# 5
Computed, not measured: a cluster of 2 separate species, C2H4Cl2O2S in total at a distorted geometry, with ωB97M-V/def2-TZVPD.

## Properties
Highest occupied orbital energy (alpha / beta)   -6.6 / -10.0 eV
E_tot   -42107.924 eV
Energy relative to the best compared isomer or geometry (same formula, charge and spin)   0.0 kcal per mole
Frontier orbital gap (alpha / beta)   6.86 / 6.01 eV
Spin multiplicity   3
Charge   0

Each line ends with the natural charge from an NBO analysis.
Element x y z (Å)
C 0.571 -0.310 -0.063  -0.432
C 0.539 -1.312 -0.922  -0.239
O -2.012 1.435 0.303  -0.842
O -2.441 0.365 -1.810  -0.696
S -2.536 0.089 -0.405  1.337
Cl -0.656 -2.498 -1.225  0.020
Cl -4.605 0.511 -0.043  -0.289
H -0.271 0.010 0.629  0.192
H 1.278 0.534 -0.168  0.226
H -2.207 1.296 1.279  0.501
H 1.518 -1.507 -1.576  0.223

***

# 6
Computed, not measured: a structure of composition C4H16CdNO6 at a distorted geometry, with ωB97M-V/def2-TZVPD.

## Properties
Highest occupied orbital energy (alpha / beta)   -0.4 / -0.2 eV
E_tot   -22740.113 eV
Frontier orbital gap (alpha / beta)   5.53 / 5.34 eV
Spin multiplicity   2
Charge   -2

Each line ends with the natural charge from an NBO analysis.
Element x y z (Å)
Cd 2.247 -1.910 0.205  1.944
O 2.189 -3.956 0.229  -1.120
H 3.156 -4.065 0.316  0.404
O 1.849 -0.207 1.234  -1.150
H 1.661 -0.578 2.118  0.405
O 2.870 -1.045 -1.408  -1.342
H 2.779 -1.566 -2.229  0.410
O 3.896 -2.098 1.269  -1.133
H 4.128 -3.016 1.510  0.407
O 0.182 -2.223 -0.094  -1.179
H -0.360 -1.871 0.639  0.407
C -2.563 -0.214 -0.750  -0.619
C -1.488 0.857 -0.704  -0.080
C -1.145 1.380 0.691  -0.072
O -0.416 2.536 0.672  -0.519
C -1.093 3.798 0.520  -0.247
N -0.300 0.304 -1.336  -0.816
H -3.538 0.153 -0.429  0.160
H -2.430 -0.957 0.037  0.211
H -2.703 -0.728 -1.701  0.202
H -1.806 1.632 -1.401  0.145
H -0.585 0.557 1.136  0.244
H -2.049 1.490 1.292  0.118
H -0.405 4.629 0.361  0.179
H -1.765 3.980 1.359  0.150
H -1.597 3.715 -0.443  0.165
H -0.580 -0.031 -2.247  0.313
H -0.136 -0.565 -0.848  0.414

***

What is the E_tot in the second record?
-7667.357 eV